This record from the OMol25 dataset describes 2 unconnected molecules or ions with the total composition C5H14NO2 in a non-equilibrium geometry. The level of theory is ωB97M-V/def2-TZVPD.

Values from the calculation:
charge = +1
LUMO = -3.0 eV
gap between HOMO and LUMO = 9.04 eV

Bonds (Å) are listed after each position.
Element x y z (Å)
1 C -0.347 0.254 0.238  O14 1.532, H16 1.046, N19 1.511
2 C -2.056 -1.342 -0.166  H5 1.033, H6 1.074, H11 1.050, N19 1.465
3 H -2.292 1.903 0.520  C21 1.043
4 H -1.690 0.208 -1.334  N19 1.003
5 H -1.145 -1.658 0.204  C2 1.033
6 H -2.428 -1.792 -1.068  C2 1.074
7 H -0.352 2.210 0.070  O14 0.977
8 C 4.238 -0.804 0.034  C10 1.556, H15 1.059, H20 1.059, H22 1.068
9 H -3.296 1.401 -0.738  C21 1.130
10 C 2.987 -0.010 -0.441  C8 1.556, H12 1.118, O17 1.223
11 H -2.766 -1.382 0.607  C2 1.050
12 H 2.380 -0.599 -1.172  C10 1.118
13 H 1.080 1.559 0.042  O14 1.036
14 O 0.157 1.540 -0.427  C1 1.532, H7 0.977, H13 1.036
15 H 4.462 -1.684 -0.511  C8 1.059
16 H -0.512 0.367 1.266  C1 1.046
17 O 2.591 1.015 0.096  C10 1.223
18 H -3.402 0.678 0.872  C21 1.039
19 N -1.732 0.076 -0.340  C1 1.511, C2 1.465, H4 1.003, C21 1.464
20 H 4.306 -0.885 1.087  C8 1.059
21 C -2.726 1.025 0.162  H3 1.043, H9 1.130, H18 1.039, N19 1.464
22 H 5.097 -0.193 -0.139  C8 1.068



This record from the OMol25 dataset describes 3 unconnected molecules or ions with the total composition C5H14NO2 in a non-equilibrium geometry. The level of theory is ωB97M-V/def2-TZVPD.

Values from the calculation:
charge = +1
LUMO = -4.7 eV
gap between HOMO and LUMO = 9.26 eV

Bonds (Å) are listed after each position.
Element x y z (Å)
1 H 2.623 2.076 0.705  O15 0.934
2 H -1.453 -0.491 -2.389  C9 1.074
3 H 1.458 2.052 -0.140  O15 0.943
4 H -0.939 2.002 3.346  C13 1.245
5 H 0.820 -2.610 -1.085  C19 1.267
6 H 0.493 -2.101 -2.703  C19 0.972
7 O 2.248 -1.142 0.553  H8 0.914, H12 0.971
8 H 1.644 -0.462 0.646  O7 0.914
9 C -1.077 -1.201 -1.676  H2 1.074, H11 1.183, C17 1.563, C19 1.510
10 C -1.338 0.725 0.143  C17 1.383, H20 1.148, N21 1.508
11 H -1.688 -2.214 -1.720  C9 1.183
12 H 2.764 -1.024 -0.261  O7 0.971
13 C -0.654 1.553 2.220  H4 1.245, H16 1.107, N21 1.249
14 H -1.662 -1.485 0.323  C17 1.104
15 O 1.719 1.847 0.743  H1 0.934, H3 0.943
16 H 0.409 1.627 1.921  C13 1.107
17 C -1.417 -0.591 -0.277  C9 1.563, C10 1.383, H14 1.104
18 H 0.999 -0.681 -1.426  C19 1.284
19 C 0.338 -1.705 -1.829  H5 1.267, H6 0.972, C9 1.510, H18 1.284
20 H -1.068 1.647 -0.484  C10 1.148
21 N -1.610 1.056 1.588  C10 1.508, C13 1.249, H22 1.023
22 H -2.608 1.123 1.805  N21 1.023



This record from the OMol25 dataset describes 2 unconnected molecules or ions with the total composition C5H14NO2 in a non-equilibrium geometry. The level of theory is ωB97M-V/def2-TZVPD.

Values from the calculation:
charge = +1
LUMO = -5.5 eV
gap between HOMO and LUMO = 7.66 eV

Bonds (Å) are listed after each position.
Element x y z (Å)
1 C 1.700 -1.050 0.679  C3 1.892, C11 1.392, H12 1.076, H14 1.087
2 O -3.683 -1.099 -0.132  H7 0.966, H9 0.963
3 C 0.772 -0.122 -0.683  C1 1.892, H4 1.088, C8 1.551, C11 1.619, H19 1.089
4 H 0.300 -1.037 -1.034  C3 1.088
5 O 2.697 1.102 0.014  C11 1.378, H17 0.974
6 C -1.276 1.288 -0.784  C8 1.511, H15 1.088, H16 1.084, H20 1.085
7 H -3.576 -1.994 0.215  O2 0.966
8 C -0.304 0.616 0.156  C3 1.551, C6 1.511, H13 1.085, N21 1.463
9 H -4.633 -0.942 -0.138  O2 0.963
10 H 2.950 -0.650 -0.992  C11 1.083
11 C 2.324 -0.201 -0.230  C1 1.392, C3 1.619, O5 1.378, H10 1.083
12 H 1.378 -2.049 0.440  C1 1.076
13 H 0.138 1.356 0.815  C8 1.085
14 H 1.722 -0.843 1.746  C1 1.087
15 H -0.815 2.113 -1.323  C6 1.088
16 H -1.623 0.590 -1.538  C6 1.084
17 H 3.635 1.160 0.271  O5 0.974
18 H -1.997 -0.160 1.067  N21 1.008
19 H 0.841 0.414 -1.629  C3 1.089
20 H -2.138 1.596 -0.201  C6 1.085
21 N -1.014 -0.366 0.976  C8 1.463, H18 1.008, H22 1.008
22 H -0.616 -0.477 1.896  N21 1.008



This record from the OMol25 dataset describes 2 unconnected molecules or ions with the total composition C5H14NP in a non-equilibrium geometry. The level of theory is ωB97M-V/def2-TZVPD.

Values from the calculation:
LUMO = 1.1 eV
gap between HOMO and LUMO = 9.65 eV

Bonds (Å) are listed after each position.
Element x y z (Å)
1 H 1.673 -1.606 -0.023  C13 1.146
2 H -0.102 -1.325 0.752  C13 1.213
3 C -3.337 -0.667 0.414  H4 1.097, H6 1.058, C10 1.571, H18 1.141
4 H -3.604 -1.211 1.329  C3 1.097
5 H -1.017 1.711 -0.348  C14 1.080
6 H -2.740 -1.313 -0.174  C3 1.058
7 H 2.647 0.075 -1.723  C16 1.106
8 H 3.670 1.250 0.961  N21 1.010
9 P 1.579 0.689 0.356  C13 1.856, C16 1.888, N21 1.740
10 C -2.421 0.584 0.662  C3 1.571, C14 1.312, H20 1.040
11 H 1.689 1.630 -2.007  C16 1.118
12 H -1.361 0.243 -1.186  C14 1.054
13 C 1.079 -1.047 0.782  H1 1.146, H2 1.213, P9 1.856, H19 1.078
14 C -1.663 0.847 -0.377  H5 1.080, C10 1.312, H12 1.054
15 H 3.771 -0.355 0.267  N21 1.021
16 C 1.705 0.621 -1.526  H7 1.106, P9 1.888, H11 1.118, H17 1.201
17 H 0.774 -0.073 -1.832  C16 1.201
18 H -4.297 -0.457 -0.167  C3 1.141
19 H 1.438 -1.297 1.767  C13 1.078
20 H -2.721 1.342 1.308  C10 1.040
21 N 3.238 0.359 0.765  H8 1.010, P9 1.740, H15 1.021



This record from the OMol25 dataset describes 2 unconnected molecules or ions with the total composition C5H14NP in a non-equilibrium geometry. The level of theory is ωB97M-V/def2-TZVPD.

Values from the calculation:
LUMO (spin up / spin down) = 0.6 / -0.8 eV
gap between HOMO and LUMO (spin up / spin down) = 9.45 / 7.09 eV

Bonds (Å) are listed after each position.
Element x y z (Å)
1 C -1.948 0.775 1.245  C3 1.459, H10 1.028, H12 1.089
2 C 0.840 1.579 -0.863  H6 0.994, H8 0.995, H11 1.025, P18 1.892
3 C -2.504 -0.258 2.113  C1 1.459, H9 1.046, H13 1.048, H20 1.016
4 C 2.669 -0.675 -0.590  H5 1.023, H14 1.015, P18 1.913, H19 1.109
5 H 3.037 0.105 -1.141  C4 1.023
6 H -0.125 1.695 -1.072  C2 0.994
7 H 0.470 -0.899 -2.451  C15 1.057
8 H 1.433 1.545 -1.660  C2 0.995
9 H -2.971 -1.027 1.579  C3 1.046
10 H -1.021 1.198 1.378  C1 1.028
11 H 1.247 2.276 -0.231  C2 1.025
12 H -2.266 1.050 0.241  C1 1.089
13 H -3.011 0.279 2.856  C3 1.048
14 H 3.090 -0.866 0.314  C4 1.015
15 C -0.076 -1.091 -1.567  H7 1.057, H17 0.997, P18 2.000, H21 0.998
16 N 0.621 -0.437 1.364  P18 1.514
17 H -0.156 -2.000 -1.166  C15 0.997
18 P 0.898 -0.149 -0.096  C2 1.892, C4 1.913, C15 2.000, N16 1.514
19 H 2.528 -1.620 -1.152  C4 1.109
20 H -1.758 -0.749 2.599  C3 1.016
21 H -0.997 -0.730 -1.700  C15 0.998



This record from the OMol25 dataset describes 2 unconnected molecules or ions with the total composition C5H14NS in a non-equilibrium geometry. The level of theory is ωB97M-V/def2-TZVPD.

Values from the calculation:
charge = +1
LUMO (spin up / spin down) = -6.3 / -6.3 eV
gap between HOMO and LUMO (spin up / spin down) = 5.72 / 5.85 eV

Bonds (Å) are listed after each position.
Element x y z (Å)
1 H 1.585 -0.063 0.946  C3 1.041
2 C -0.589 0.151 -1.332  H4 1.096, N8 1.536, H17 1.123, H19 1.120
3 C 0.648 -0.416 0.663  H1 1.041, N8 1.431, H15 1.061
4 H -1.421 -0.223 -0.724  C2 1.096
5 C -2.086 2.033 2.254  S12 1.775, H14 1.045, H18 1.029, H20 1.074
6 H 0.259 -2.013 -2.203  C10 1.083
7 H 1.491 1.088 -1.487  C16 1.031
8 N 0.645 -0.563 -0.760  C2 1.536, C3 1.431, C10 1.506, C16 1.477
9 H 2.529 0.128 -0.624  C16 0.994
10 C 0.624 -2.008 -1.183  H6 1.083, N8 1.506, H13 1.048, H21 1.152
11 H 2.156 -0.259 -2.357  C16 1.150
12 S -0.321 1.960 2.428  C5 1.775
13 H 1.586 -2.414 -1.099  C10 1.048
14 H -2.476 1.167 2.690  C5 1.045
15 H -0.168 -0.780 1.235  C3 1.061
16 C 1.824 0.125 -1.325  H7 1.031, N8 1.477, H9 0.994, H11 1.150
17 H -0.644 -0.152 -2.412  C2 1.123
18 H -2.375 2.942 2.641  C5 1.029
19 H -0.504 1.267 -1.381  C2 1.120
20 H -2.172 2.050 1.184  C5 1.074
21 H -0.202 -2.535 -0.578  C10 1.152



This record from the OMol25 dataset describes 3 unconnected molecules or ions with the total composition C5H14NS in a non-equilibrium geometry. The level of theory is ωB97M-V/def2-TZVPD.

Values from the calculation:
charge = +1
LUMO = -6.2 eV
gap between HOMO and LUMO = 6.32 eV

Bonds (Å) are listed after each position.
Element x y z (Å)
1 H -4.614 -0.926 -1.472  N17 0.966
2 C 3.249 1.124 0.774  H8 1.119, H12 1.067, H14 1.016, S19 2.198
3 H 0.916 0.339 1.230  C9 1.083
4 C -1.794 1.375 0.738  H10 1.154, H11 1.117, H20 1.118, C21 1.574
5 C -0.879 -0.784 -0.041  H15 1.073, H18 1.031, C21 1.316
6 H -5.800 -0.978 -0.387  N17 1.070
7 H 1.443 -1.472 1.135  C9 1.151
8 H 3.674 0.550 1.635  C2 1.119
9 C 1.574 -0.388 0.770  H3 1.083, H7 1.151, S19 1.756
10 H -2.900 1.656 0.565  C4 1.154
11 H -1.084 2.221 0.901  C4 1.117
12 H 2.434 1.681 1.181  C2 1.067
13 H -0.878 0.960 -1.261  C21 1.059
14 H 3.860 1.498 0.055  C2 1.016
15 H -0.912 -1.169 0.960  C5 1.073
16 H -4.786 -2.253 -0.522  N17 1.021
17 N -4.778 -1.232 -0.571  H1 0.966, H6 1.070, H16 1.021
18 H -0.716 -1.505 -0.760  C5 1.031
19 S 2.420 -0.216 -0.759  C2 2.198, C9 1.756
20 H -1.827 0.780 1.685  C4 1.118
21 C -1.166 0.457 -0.375  C4 1.574, C5 1.316, H13 1.059



This record from the OMol25 dataset describes 2 unconnected molecules or ions with the total composition C5H14O in a non-equilibrium geometry. The level of theory is ωB97M-V/def2-TZVPD.

Values from the calculation:
LUMO = 1.0 eV
gap between HOMO and LUMO = 11.23 eV

Bonds (Å) are listed after each position.
Element x y z (Å)
1 C -0.037 -0.032 1.501  H2 1.082, C6 1.510, C8 1.523, O11 1.462
2 H -0.634 0.596 0.855  C1 1.082
3 H -0.315 1.972 -2.280  C14 1.085
4 H -0.818 0.348 -4.305  C19 1.095
5 H -1.704 -1.448 1.487  C8 1.085
6 C 0.327 0.473 2.877  C1 1.510, H13 1.096, H15 1.090, H16 1.085
7 H 0.858 0.510 -4.013  C19 1.084
8 C -0.619 -1.440 1.488  C1 1.523, H5 1.085, H12 1.105, H17 1.092
9 H -1.137 0.534 -1.648  C14 1.092
10 H 0.536 0.691 -1.569  C14 1.090
11 O 1.170 -0.026 0.676  C1 1.462, H18 0.964
12 H -0.264 -2.046 2.340  C8 1.105
13 H 0.085 1.531 3.033  C6 1.096
14 C -0.294 0.888 -2.246  H3 1.085, H9 1.092, H10 1.090, C19 1.518
15 H -0.242 0.065 3.713  C6 1.090
16 H 1.394 0.442 3.072  C6 1.085
17 H -0.185 -2.016 0.669  C8 1.092
18 H 1.908 -0.278 1.243  O11 0.964
19 C -0.052 0.148 -3.549  H4 1.095, H7 1.084, C14 1.518, H20 1.081
20 H 0.020 -0.911 -3.345  C19 1.081



Table of DFT total energy (eV), in record order: -10985.81218; -10986.33951; -10987.30687; -16189.03547; -16184.75137; -17725.28828; -17725.10573; -7458.83204
Table of energy above the lowest of the compared OMol25 structures with the same formula, charge and spin (eV), in record order: 5.9921; 5.4647; 4.4974; 1.3871; 5.6712; 5.9917; 6.1742; 0.9533